1.
ORCA calculation (ωB97M-V/def2-TZVPD) on a structure of composition C19H32NO7SW at a distorted geometry.

Each line ends with the Mulliken charge.
CARTESIAN COORDINATES (ANGSTROEM)
H: 4.97 -1.19 0.01  0.345
H: -5.98 -0.48 -2.71  0.383
W: 1.07 -0.57 0.33  0.646
H: -4.97 -2.17 -1.39  0.361
C: -3.08 -0.87 1.08  0.006
H: 4.99 0.79 -2.38  0.419
C: -5.63 0.37 -2.12  -1.490
H: -5.12 1.06 -2.79  0.331
C: 0.17 -2.46 1.03  -1.004
H: 0.54 -0.09 3.61  0.224
O: -0.56 -1.31 1.60  0.141
H: 2.09 0.58 4.19  0.395
H: 0.12 2.28 4.09  0.381
H: -1.29 1.64 -2.05  0.543
H: -4.31 1.93 -0.34  0.459
C: 2.26 -1.11 1.99  -0.806
H: 3.32 -1.28 1.80  0.313
H: 5.47 -1.64 -1.62  0.445
C: -3.30 0.49 0.87  -0.360
H: 3.90 -1.35 -3.55  0.455
H: 2.41 -0.41 -3.37  0.296
H: -2.84 1.22 1.52  0.593
H: 4.49 1.18 -0.73  0.361
H: 0.54 3.08 -1.06  0.438
O: -1.90 -0.32 3.33  -0.687
C: 4.15 0.80 -1.70  -1.546
C: -4.49 -1.42 -0.76  -0.908
N: 2.45 -0.54 -0.64  0.723
H: 1.86 -1.70 2.80  0.450
H: 1.62 2.75 3.25  0.451
H: 3.40 1.48 -2.10  0.333
C: -4.12 0.88 -0.18  -0.689
H: 4.19 -2.55 -0.81  0.386
C: -4.73 -0.07 -1.01  0.978
O: -0.06 1.20 -0.45  -0.105
O: -2.22 -2.73 2.70  -0.695
C: 3.57 -0.61 -1.55  1.561
H: 0.55 -3.07 1.84  0.389
S: -2.01 -1.36 2.36  1.468
H: -1.01 3.01 -0.18  0.369
H: 0.38 1.17 -2.47  0.300
C: -0.48 0.95 -1.82  -0.905
H: -3.51 -2.88 0.48  0.504
C: -0.92 -0.48 -1.87  0.353
O: 1.99 0.28 2.16  -0.275
H: 2.49 -2.06 -2.74  0.353
O: -0.04 -1.29 -1.14  -0.754
H: -0.95 -0.82 -2.91  0.477
C: 0.79 2.03 3.26  -0.835
C: -3.68 -1.83 0.28  -0.524
H: -1.94 -0.55 -1.47  -0.429
H: 0.67 3.95 1.33  0.536
C: 3.06 -1.14 -2.88  -1.461
H: -6.50 0.89 -1.72  0.349
C: 0.73 2.89 1.07  -0.646
C: 0.01 2.63 -0.22  -0.925
O: 0.08 2.09 2.03  -0.297
H: -0.43 -2.98 0.29  0.360
C: 1.33 0.63 3.41  -0.289
C: 4.61 -1.56 -0.95  -1.626
H: 1.79 2.61 0.97  0.380

The total energy comes out at -48697.743 eV. For the molecular weight, the calculation gives 602.37 g/mol. The HOMO-LUMO gap comes out at 9.5004 eV. As for the relative energy (zero: lowest compared OMol25 entry of this formula, charge and spin): 1.087 eV. As for the net charge: +1.

=====

2.
ORCA calculation (ωB97M-V/def2-TZVPD) on the molecule CH4N2O2 at a distorted geometry.

Each line ends with the Mulliken charge.
CARTESIAN COORDINATES (ANGSTROEM)
H: 1.91 1.60 0.40  0.285
N: 2.15 0.77 -0.10  -0.745
O: -0.30 0.64 0.07  -0.445
O: 1.23 -1.11 -0.47  -0.533
H: -1.36 -0.71 1.06  0.234
C: -1.38 -0.29 0.05  -0.453
H: -2.28 0.24 -0.14  0.254
N: 1.26 -0.01 -0.14  1.199
H: -1.22 -1.13 -0.73  0.203

The total energy comes out at -8172.134 eV. For the molecular weight, the calculation gives 76.05 g/mol. The HOMO-LUMO gap comes out at 10.8223 eV. As for the relative energy (zero: lowest compared OMol25 entry of this formula, charge and spin): 4.551 eV. Its SMILES is [H]/N=[N+](/[O-])OC. As for the net charge: 0.

=====

3.
ORCA calculation (ωB97M-V/def2-TZVPD) on the molecule C7H10 at a distorted geometry.

Each line ends with the Mulliken charge.
CARTESIAN COORDINATES (ANGSTROEM)
H: -0.02 -1.91 0.93  0.358
C: -0.20 0.52 -1.07  -0.882
H: -2.56 -1.04 0.33  0.420
C: -0.35 -0.88 0.99  -0.712
H: -0.46 -0.58 2.05  0.272
H: 2.53 0.21 1.06  0.289
H: -2.23 1.46 -0.61  0.367
H: 2.46 0.58 -0.67  0.350
H: 0.28 2.43 0.02  0.361
H: 2.32 -1.10 -0.12  0.366
C: -0.09 1.42 0.05  -0.376
H: -1.30 -1.44 -0.83  0.151
H: -0.17 0.35 -2.12  0.498
C: -1.57 -0.71 0.09  -0.636
C: -1.44 0.78 -0.28  -0.326
C: 2.05 -0.07 0.12  -1.483
C: 0.56 0.08 0.18  0.983

The total energy comes out at -7417.555 eV. For the molecular weight, the calculation gives 94.16 g/mol. The HOMO-LUMO gap comes out at 9.6551 eV. As for the relative energy (zero: lowest compared OMol25 entry of this formula, charge and spin): 3.480 eV. Its SMILES is C[C@@]12CC[C@H]3[C@@H]1[C@H]32. As for the net charge: 0.

=====

4.
ORCA calculation (ωB97M-V/def2-TZVPD) on a cluster of 2 separate species, C4H12NO2 in total at a distorted geometry.

Each line ends with the Mulliken charge.
CARTESIAN COORDINATES (ANGSTROEM)
H: 1.04 1.45 1.55  0.146
N: -0.94 1.09 0.49  -0.427
H: -0.60 2.49 2.10  0.166
H: 1.14 -0.81 -0.43  0.270
C: 0.03 2.04 1.15  -0.594
C: -0.71 -0.40 0.62  0.110
H: 0.31 2.92 0.47  0.275
H: -0.91 1.19 -0.52  0.266
H: -0.85 -1.25 2.74  0.291
C: -0.13 -0.91 1.96  -1.017
O: -0.13 -0.17 -1.82  -0.895
H: 0.58 -0.18 2.32  0.253
H: -1.73 -0.82 0.74  0.088
H: 0.71 -0.22 -3.19  0.457
C: 0.10 -0.92 -0.81  -0.523
H: 1.00 -1.33 -4.20  0.256
H: 0.30 -1.94 1.73  0.283
H: -0.42 -1.82 -0.89  0.321
O: 1.22 -0.41 -4.00  -0.727

The total energy comes out at -9926.035 eV. For the molecular weight, the calculation gives 106.14 g/mol. The HOMO-LUMO gap comes out at 7.1761 eV. As for the relative energy (zero: lowest compared OMol25 entry of this formula, charge and spin): 2.189 eV. As for the net charge: -1.

=====

5.
ORCA calculation (ωB97M-V/def2-TZVPD) on a cluster of 2 separate species, C4H7NO3 in total at a distorted geometry.

Each line ends with the Mulliken charge.
CARTESIAN COORDINATES (ANGSTROEM)
O: 1.13 -1.06 -0.89  -0.638
C: -0.23 0.43 0.35  0.400
H: -0.60 -2.05 -0.74  0.247
H: 0.99 0.95 -1.32  0.328
H: 3.10 0.42 0.66  0.314
C: -1.50 -0.25 -0.71  0.460
C: 0.60 0.07 -0.78  0.079
H: -1.52 1.62 1.43  0.262
O: -2.39 0.48 -1.06  -0.557
N: -1.50 -1.59 -0.73  -0.352
H: -2.32 -2.06 -1.08  0.239
H: 2.11 -0.71 1.03  0.331
O: 2.35 0.22 1.22  -0.648
H: 0.29 2.08 1.51  0.264
C: -0.50 1.45 1.12  -0.727

The total energy comes out at -11891.182 eV. For the molecular weight, the calculation gives 117.10 g/mol. The HOMO-LUMO gap comes out at 9.0234 eV. As for the relative energy (zero: lowest compared OMol25 entry of this formula, charge and spin): 4.095 eV. Its SMILES is C=C(C=O)C(N)=O.O. As for the net charge: 0.

=====

6.
ORCA calculation (ωB97M-V/def2-TZVPD) on a structure of composition C5H6NO at a distorted geometry.

Each line ends with the Mulliken charge.
CARTESIAN COORDINATES (ANGSTROEM)
N: 2.61 -1.13 -0.18  -0.318
H: 0.23 2.51 -0.63  0.331
C: 3.16 -0.04 0.23  0.263
H: -0.86 1.25 0.51  0.292
C: 0.13 1.71 0.21  -0.894
H: 0.33 2.31 1.14  0.368
C: 0.14 -1.65 -0.29  -1.179
H: -0.24 -1.69 -1.27  0.382
H: -0.60 -1.38 0.45  0.353
O: 2.45 1.09 0.01  -0.145
C: 1.36 -0.83 -0.22  0.722
C: 1.19 0.75 0.04  0.472
H: 0.31 -2.82 -0.30  0.355

The total energy comes out at -8806.865 eV. For the molecular weight, the calculation gives 96.11 g/mol. The HOMO-LUMO gap (alpha / beta) comes out at 8.4600 / 7.4491 eV. As for the relative energy (zero: lowest compared OMol25 entry of this formula, charge and spin): 6.086 eV. As for the net charge: +1.